Below is the ion C7H13N2 with charge +1, with properties calculated with the ωB97M-V functional and the def2-TZVPD basis.

Properties
⟨S²⟩: 2.01
Multiplicity: 3
Charge: +1
Kohn-Sham gap (alpha / beta), Eh: 0.1914 / 0.3345

Last column: natural (NBO) charge in e.
CARTESIAN COORDINATES (ANGSTROEM)
C  -2.548  1.476  0.115  -0.20
C  -2.958  0.062  0.015  -0.18
C  2.014  -0.469  0.253  -0.23
C  1.964  1.863  0.245  -0.04
C  0.544  -0.773  -0.412  -0.35
C  -0.261  0.453  -0.222  0.39
C  0.111  -2.220  0.080  -0.61
N  -1.550  0.505  0.001  -0.47
N  2.484  0.790  -0.217  -0.46
H  -2.858  1.853  -0.838  0.20
H  -2.475  2.206  0.976  0.23
H  -3.174  -0.761  0.713  0.24
H  -3.428  -0.014  -0.925  0.21
H  1.888  -0.722  1.348  0.24
H  2.794  -1.137  -0.145  0.22
H  2.142  2.788  -0.189  0.21
H  1.408  1.899  1.225  0.23
H  0.716  -0.897  -1.428  0.22
H  1.031  -2.929  -0.248  0.24
H  -0.861  -2.475  -0.469  0.24
H  0.026  -2.185  1.192  0.22
H  2.991  0.686  -1.068  0.43